Formula: C25H54B3FNO9PS
Source: OMol25
Level of theory: ωB97M-V/def2-TZVPD

HOMO energy ... -8.31 eV
Structure (SMILES) ... NCB1OB(F)OB([PH2]=S)O1.C1CCOC1.C1CCOC1.C1CCOC1.C1CCOC1.C1CCOC1.C1CCOC1
HOMO-LUMO gap ... 0.318 hartree
Energy relative to the best compared isomer or geometry (same formula, charge and spin) ... 0.000 eV
Lowest unoccupied orbital energy ... 0.0127 Ha

Geometry (Å):
N: 3.12754 -1.96712 0.42157
C: 2.43209 -2.20246 -0.86123
B: 0.88694 -2.25531 -0.64715
O: 0.31375 -3.03832 0.35269
B: -1.01213 -2.78061 0.60729
F: -1.86063 -3.75589 0.88130
O: -1.46642 -1.47615 0.50814
B: -0.86995 -0.76663 -0.49816
P: -1.14344 1.15484 -0.60996
S: -2.65702 1.88381 0.38808
O: -0.01543 -1.43724 -1.34010
H: 3.29711 -0.98223 0.56662
H: 2.59375 -2.32743 1.20182
H: 2.83138 -3.10371 -1.33588
H: 2.64552 -1.37352 -1.53271
H: 0.12324 1.64608 -0.23804
H: -1.12050 1.42427 -1.98551
C: -3.32603 -0.17148 3.75946
C: -3.70966 0.44534 5.10406
C: -2.40522 0.31163 5.88311
O: -1.35455 0.41715 4.92500
C: -1.89536 0.32101 3.60185
H: -3.95820 0.13941 2.92880
H: -3.35437 -1.26201 3.82543
H: -3.96933 1.49808 4.97380
H: -4.54374 -0.05483 5.59507
H: -2.34504 -0.66293 6.38163
H: -2.27161 1.09022 6.63592
H: -1.87386 1.30258 3.12454
H: -1.27253 -0.35890 3.01850
C: 7.70656 -0.41476 0.86489
C: 7.95856 -0.73937 -0.60721
C: 6.54545 -1.02929 -1.09869
O: 5.67912 -0.20525 -0.32160
C: 6.38600 0.34301 0.79032
H: 8.49937 0.16964 1.32925
H: 7.58338 -1.33841 1.43398
H: 8.37079 0.13059 -1.12252
H: 8.63472 -1.57934 -0.75861
H: 6.27772 -2.07976 -0.93602
H: 6.39820 -0.79411 -2.15382
H: 6.54816 1.41280 0.62014
H: 5.77623 0.22529 1.68797
C: -6.74353 5.71644 0.64898
C: -6.67557 5.53667 2.16565
C: -6.09562 4.13068 2.27801
O: -5.25270 3.95727 1.14290
C: -5.47095 5.00479 0.20212
H: -6.77541 6.75774 0.33136
H: -7.62431 5.20956 0.24900
H: -5.98943 6.26631 2.60026
H: -7.63899 5.63493 2.66410
H: -6.88909 3.37454 2.25769
H: -5.50205 3.98101 3.18131
H: -4.61184 5.68421 0.21561
H: -5.54604 4.56868 -0.79509
C: 5.19996 -6.22457 0.53748
C: 4.76292 -4.83898 1.01052
C: 5.74441 -4.57986 2.14503
O: 6.95348 -5.25090 1.78660
C: 6.71437 -6.12857 0.68714
H: 4.89552 -6.45660 -0.48239
H: 4.79825 -6.99605 1.19767
H: 4.89933 -4.09542 0.22406
H: 3.72472 -4.79360 1.33626
H: 5.37591 -4.98984 3.09190
H: 5.95772 -3.51939 2.28828
H: 7.16994 -5.70508 -0.21536
H: 7.19146 -7.08735 0.89448
C: 1.50515 2.51188 -5.87570
C: -0.00661 2.44421 -6.09166
C: -0.49973 2.11910 -4.68713
O: 0.42542 2.73415 -3.78876
C: 1.58741 3.16227 -4.50011
H: 2.03191 3.08161 -6.63971
H: 1.92721 1.50529 -5.84732
H: -0.38591 3.41624 -6.41277
H: -0.31211 1.69916 -6.82462
H: -0.50530 1.03675 -4.51375
H: -1.49853 2.50633 -4.47967
H: 1.57598 4.25450 -4.57896
H: 2.47191 2.86730 -3.93438
C: -5.87558 0.18976 -1.80657
C: -5.51897 -0.60012 -0.54580
C: -4.31042 -1.39125 -1.02039
O: -3.64357 -0.57633 -1.98978
C: -4.49228 0.51775 -2.36113
H: -6.46195 1.08613 -1.60864
H: -6.43243 -0.43922 -2.50495
H: -5.22729 0.08931 0.24886
H: -6.31927 -1.23982 -0.17592
H: -4.60801 -2.33591 -1.49004
H: -3.61348 -1.60507 -0.21572
H: -4.09994 1.43557 -1.91455
H: -4.47668 0.61508 -3.44844

These are the Mulliken partial charges, in e, on atoms 1 to 6: N -0.35; C -0.58; B 0.16; O -0.46; B 0.58; F -0.21